12
Properties=species:S:1:pos:R:3:lowdin_charge:R:1 method="wB97M-V/def2-TZVPD" relative_energy_ev=1.7324 charge=+1 lumo_ev=-5.8 gap_ev=8.42
Br 1.8641 0.9276 -2.8017 0.366
O 1.1916 -0.2756 0.4553 0.142
N -1.0477 0.7332 1.3667 0.074
C -1.1240 -0.4435 0.5802 -0.212
C 0.1684 -0.9063 0.0355 -0.014
H -0.3121 1.3808 1.3560 0.083
H -1.5263 0.5843 2.2243 0.096
H 0.2681 -1.6861 -0.7121 0.165
H 2.1265 -0.5489 0.0927 0.222
H -1.9952 -0.5556 -0.2409 0.207
H -1.2714 -1.2962 1.1965 0.144
H 1.6581 2.0862 -3.5526 -0.272

---

18
Properties=species:S:1:pos:R:3:lowdin_charge:R:1 method="wB97M-V/def2-TZVPD" relative_energy_ev=4.5581 lumo_ev=-2.1 gap_ev=5.59
F 2.1434 -0.3380 0.5046 0.071
F 3.1564 -1.2672 -1.1166 0.072
F 0.2463 -0.3782 -3.0209 0.088
F 3.3606 0.9345 -0.9331 0.148
O 0.4959 2.6180 -1.5719 0.147
C -0.6031 -0.3675 -0.6279 -0.097
C 0.0292 1.5737 -1.2457 -0.315
C -1.6110 0.0748 1.9122 -0.007
C 2.5664 -0.0883 -0.7681 -0.395
C -0.0823 0.2134 -1.8336 -0.020
C -0.9272 1.1656 1.3274 0.038
C -0.9703 -1.4555 0.1306 -0.030
C -1.5986 -1.2110 1.3056 -0.054
C -0.5368 0.9465 0.0092 -0.056
H -0.8760 -2.4917 -0.2363 0.133
H -2.0697 0.0826 2.8132 0.068
H -1.9681 -2.1418 1.7131 0.114
H -0.7552 2.1302 1.6383 0.095

---

36
Properties=species:S:1:pos:R:3:lowdin_charge:R:1 method="wB97M-V/def2-TZVPD" relative_energy_ev=1.3086 charge=+1 lumo_ev="-6.6 / -7.1" gap_ev="5.36 / 4.79"
Tl 0.3249 0.1148 -0.0362 0.796
S -1.9821 -1.4332 -0.3263 0.856
S -0.6305 0.7077 -2.5119 0.755
O 3.3035 1.9253 0.0293 0.127
N -1.0193 1.7403 0.8327 -0.106
N -4.3907 -4.9280 -4.6462 0.219
N 0.0016 -0.0172 3.2069 -0.047
N 0.5232 -0.5284 2.0741 -0.116
N -2.3505 -2.6309 -7.2645 0.228
N 2.2732 1.8251 0.4659 0.083
N -1.3091 2.0170 2.1194 -0.063
C -2.8934 -2.6764 -2.4744 -0.030
C -1.6675 2.6463 0.0714 -0.166
C -2.1011 -1.5981 -1.9740 -0.672
C -1.4037 -0.7440 -2.9195 -0.670
C 1.2216 -1.6389 2.3992 -0.143
C -2.9505 -2.9489 -3.8087 -0.151
C -2.3851 3.5070 0.8751 -0.026
C -2.1256 3.0664 2.1648 -0.059
C -1.4467 -1.0944 -4.2835 -0.041
C -2.2089 -2.1500 -4.7288 -0.134
C -3.7464 -4.0502 -4.2829 -0.148
C 0.3602 -0.7985 4.2203 -0.048
C 1.1423 -1.8499 3.7558 -0.021
C -2.2823 -2.4253 -6.1363 -0.140
B -0.8598 1.2809 3.4311 -0.369
H 1.5912 -2.6440 4.3261 0.113
H 1.7301 -2.2160 1.6419 0.112
H 0.0371 -0.5538 5.2193 0.144
H -3.0026 4.3345 0.5720 0.109
H -1.5848 2.6273 -0.9999 0.053
H -0.2249 2.0541 4.1108 0.077
H -1.8443 0.9800 4.0606 0.079
H -3.4389 -3.2924 -1.7731 0.130
H -0.8936 -0.4960 -4.9939 0.129
H -2.4648 3.4406 3.1176 0.140

---

12
Properties=species:S:1:pos:R:3:lowdin_charge:R:1 method="wB97M-V/def2-TZVPD" relative_energy_ev=0.7262 lumo_ev=0.8 gap_ev=10.89 smiles=OCC[C@@H](F)Cl
Cl -2.0598 -1.1244 -0.2043 0.630
F -1.2115 1.0355 -1.2823 -0.050
O 0.8606 -1.4278 -0.8625 -0.084
C -1.2999 0.4981 -0.0186 -0.711
C 0.0449 0.3836 0.6303 -0.200
C 1.1987 -0.1556 -0.3089 -0.226
H 1.4034 0.5856 -1.1250 0.131
H -0.0089 -0.1070 1.5656 0.088
H 2.0506 -0.2555 0.3760 0.109
H -2.0471 1.1311 0.5367 0.119
H 0.7601 -2.0733 -0.2179 0.038
H 0.3089 1.5096 0.9107 0.158

---

21
Properties=species:S:1:pos:R:3:lowdin_charge:R:1 method="wB97M-V/def2-TZVPD" relative_energy_ev=0.5395 lumo_ev=0.4 gap_ev=11.32 smiles=O.O.O.O.O.O.O
O -0.5910 2.3925 -0.6641 -0.051
O -1.2626 0.0320 -1.5830 -0.084
O -0.2293 -1.1220 1.5483 -0.085
O 2.7885 -0.2729 -0.3785 -0.044
O -2.7523 -0.6729 0.5132 -0.149
O 1.2186 1.2277 1.0142 -0.095
O 0.6187 -1.6686 -1.1054 -0.091
H -1.2491 2.8315 -0.1442 0.050
H 0.1104 2.1617 -0.0005 0.030
H 1.5776 1.6578 1.8019 0.079
H 1.9814 0.8380 0.4636 0.043
H -0.1232 -1.0120 -1.2667 0.010
H -0.9553 0.9632 -1.4260 0.019
H -1.9119 -0.9330 0.9912 0.008
H 2.0366 -0.7233 -0.8284 0.023
H 0.5427 -2.3926 -1.7317 0.071
H -1.9740 -0.0177 -0.9070 0.015
H 3.1676 -0.9677 0.1448 0.059
H 0.2170 -0.2571 1.3851 0.017
H 0.1935 -1.6637 0.8461 0.035
H -3.4040 -0.4009 1.3270 0.140

---

24
Properties=species:S:1:pos:R:3:lowdin_charge:R:1 method="wB97M-V/def2-TZVPD" relative_energy_ev=2.5514 lumo_ev=0.9 gap_ev=8.71 smiles="[H]/N=C(/C)NC.C=CNC"
N 1.1633 -0.5533 0.5400 -0.118
N -1.5646 -1.6901 0.1076 0.105
N -1.3236 0.7522 -0.3029 -0.062
C -1.1930 0.7735 -1.7391 -0.122
C 2.2307 1.4980 -0.3119 -0.017
C 1.6462 -1.4842 -0.4678 -0.099
C 1.2899 0.8657 0.4196 -0.241
C -1.3189 -0.5081 0.5477 -0.469
C -1.6437 -0.2235 1.9974 -0.049
H 2.6480 -1.2225 -0.8117 0.069
H 2.4197 2.5515 -0.1441 0.040
H 2.7598 1.0272 -1.1308 0.037
H -0.1863 1.1232 -1.9964 0.061
H 1.6268 -2.5045 -0.0800 0.087
H -1.4208 -1.7588 -0.8981 0.022
H -0.9817 -0.8224 2.6294 0.073
H -1.9107 1.4608 -2.1936 0.078
H 0.9229 1.3673 1.3129 0.103
H -2.6770 -0.4942 2.2196 0.084
H -1.5652 1.6340 0.1338 0.109
H -1.3348 -0.2178 -2.1817 0.068
H -1.4774 0.8241 2.2579 0.067
H 0.9911 -1.4342 -1.3403 0.067
H 0.8993 -0.9640 1.4325 0.108

---

14
Properties=species:S:1:pos:R:3:lowdin_charge:R:1 method="wB97M-V/def2-TZVPD" charge=+1 lumo_ev="-6.5 / -6.4" gap_ev="5.93 / 5.94"
Cl -2.2433 -0.4770 -3.4515 0.884
N 0.8061 0.2583 -0.0170 0.137
C 0.8157 0.2689 -1.2746 0.036
C 0.0530 0.0169 -2.3432 -0.091
C -1.2842 -0.3331 -2.0746 -0.629
C -2.2923 -1.0191 0.1904 0.269
C -1.7857 -0.5393 -0.8186 -0.114
C 1.6061 0.6099 2.3868 -0.029
C 1.4223 0.3801 1.0030 0.057
H 2.1348 1.6118 2.5888 0.146
H 0.6858 0.6602 3.1124 0.143
H 0.4471 0.1023 -3.2719 0.081
H 2.0930 -0.1531 2.8047 0.044
H -2.4582 -1.3869 1.1654 0.066

---

84
Properties=species:S:1:pos:R:3:lowdin_spin:R:1 method="wB97M-V/def2-TZVPD" relative_energy_ev=1.8469 s_squared=2.019 multiplicity=3 charge=-2 lumo_ev="4.1 / 4.1" gap_ev="1.70 / 3.75"
Pt 0.0000 0.0000 0.0000 0.171
Se 2.6456 0.8353 -0.1620 0.013
N 2.9959 1.8682 2.4372 0.013
N -0.9860 1.8734 -1.3684 0.003
N 4.8037 0.7848 1.7695 0.013
N -1.0278 0.4891 -3.0281 0.000
N 0.0970 3.2565 1.8956 0.226
C 1.9796 -2.4918 0.5998 0.007
C -0.8634 -3.1217 -5.2571 0.017
C 1.3056 -0.3650 2.9358 0.005
C 0.3139 -2.4855 -4.8273 0.031
C 1.9537 4.6100 0.2865 0.244
C -0.6931 -2.9771 -1.0944 0.019
C -0.7558 1.9540 0.0781 0.010
C 0.9497 4.1484 2.4172 0.116
C -1.5178 1.7266 -3.4932 0.006
C -1.7581 0.3951 2.7164 0.005
C 3.6960 2.3536 4.7476 0.011
C 0.6638 -1.7961 0.8068 0.002
C 5.9256 1.5015 5.2596 0.007
C 6.0527 1.0037 3.9386 0.008
C 4.7479 2.1719 5.6639 0.004
C -3.0172 -1.1591 0.1887 0.012
C -1.0256 -0.5112 1.7682 0.003
C -1.5829 -1.1998 0.6333 -0.004
C 5.7775 0.0343 0.9937 0.002
C -0.9664 -0.7155 -3.8065 0.002
C 4.9762 1.1937 3.0539 0.000
C 1.8970 4.8585 1.6666 0.059
C -2.1735 -1.3205 -4.2198 0.007
C 3.5366 1.1949 1.4068 0.041
C 1.0806 3.6766 -0.2731 0.074
C 0.3639 -0.8494 1.8704 -0.001
C 0.1568 3.0061 0.5639 0.103
C -0.5297 -2.0048 0.0383 0.003
C -3.5175 -0.7175 -3.8797 0.055
C -0.6900 0.5965 -1.7025 0.001
C -1.4949 2.6026 -2.4382 0.006
C -2.0947 -2.5226 -4.9434 0.090
C -0.8022 -4.4046 -6.0549 0.228
C 0.2919 -1.2828 -4.1021 0.002
C 3.8616 1.8478 3.4524 0.000
C 1.5742 -0.6495 -3.6240 0.005
H -3.5173 -0.2773 -2.8692 0.003
H 2.5647 5.5800 2.1477 0.000
H -4.3088 -1.4828 -3.9324 0.033
H 5.3946 -0.1799 -0.0216 0.000
H 2.6771 5.1365 -0.3461 0.027
H -1.7571 -4.9540 -6.0077 0.058
H 1.7538 -0.8960 -2.5632 0.000
H -1.4643 -2.6462 -1.8076 0.004
H -0.0007 -5.0681 -5.6873 0.040
H 2.0414 -3.3998 1.2297 0.003
H 1.5340 0.4507 -3.6838 0.001
H -1.7100 1.9601 0.6244 0.002
H -0.5905 -4.1948 -7.1205 0.030
H 6.7265 1.3645 5.9782 0.000
H -0.9904 -3.9748 -0.7153 0.027
H -3.6420 -1.8586 0.7772 0.013
H 1.2496 -1.0035 3.8392 0.000
H 2.1070 -2.8022 -0.4504 0.005
H 1.1152 3.4465 -1.3425 0.002
H 2.0708 2.2276 2.4681 0.004
H 2.4319 -1.0088 -4.2154 0.004
H -3.4501 -0.1507 0.3035 0.004
H -3.1085 -1.4452 -0.8714 0.005
H 6.7087 0.6353 0.9164 0.002
H 4.6542 2.5372 6.6810 0.000
H 1.0602 0.6680 3.2313 0.002
H -2.7582 0.6549 2.3320 0.002
H 6.0067 -0.9169 1.5173 0.000
H 2.7855 2.8554 5.0522 0.001
H -1.7796 3.6512 -2.3746 0.004
H 6.9495 0.4797 3.6440 0.001
H -1.2020 1.3347 2.8814 0.001
H 2.3497 -0.3739 2.5822 0.000
H -1.8982 -0.1098 3.6910 0.001
H -3.0254 -3.0104 -5.2567 0.049
H -1.8180 1.8604 -4.5305 0.003
H -3.7890 0.0915 -4.5828 0.012
H 1.2853 -2.9385 -5.0596 0.020
H 2.8295 -1.8410 0.8627 0.000
H 0.2442 -3.0996 -1.6601 0.006
H 0.8689 4.3118 3.5014 0.010